154
Properties=species:S:1:pos:R:3:mulliken_charge:R:1 method="wB97M-V/def2-TZVPD" gap_ev=6.757 fmax_ev_per_a=9.89 e_homo_ev=-8.40 charge=0 e_tot_ev=-145685.7744
F 2.8850 -0.3575 -6.0502 -0.317
F 1.1035 -4.2118 -4.1120 -0.245
F 0.5951 0.1871 -5.6737 -0.303
F -1.9447 -2.0332 1.6114 -0.249
F 0.5284 -2.3768 1.7021 -0.220
F 1.6744 0.4791 -2.4817 -0.176
F 1.6569 -2.3338 -2.1697 -0.251
F 3.3547 2.3477 -3.9953 -0.269
F 3.3160 2.1008 -6.3628 -0.307
F 3.6043 -0.5766 -3.4088 -0.272
F -0.7463 -3.1159 -0.2088 -0.268
F 1.1011 -2.7153 -5.9724 -0.215
F 3.1495 -3.1527 -4.7537 -0.236
F 1.8555 4.4032 -5.1529 -0.320
F -0.2047 -1.5291 -3.4253 -0.257
F 0.8577 2.2379 3.9518 -0.326
F 0.7737 2.9996 -6.7502 -0.316
O -5.2002 -0.6632 10.4708 -0.549
O 5.5529 -2.3955 5.0730 -0.335
O -0.3719 8.4061 0.7587 -0.530
O 4.9158 -1.7698 3.0661 -0.334
O 4.3834 -6.8721 -4.2674 -0.245
O -6.4581 4.3991 1.5497 -0.656
O -8.0155 10.2297 -1.8038 -0.325
O 5.0839 -11.2876 -6.4243 -0.321
O 6.0072 -11.5695 -4.3394 -0.544
O -7.0063 9.6267 0.0517 -0.329
O -4.8756 1.0609 8.9874 -0.198
O 2.6541 -8.8606 0.3666 -0.289
O -5.7244 10.0588 -1.8053 -0.534
O 2.3435 -11.1297 0.1844 -0.544
O 5.8241 -8.1450 -3.2049 -0.118
O -4.8148 -1.0005 8.2311 -0.236
O 0.2328 10.2133 -0.8537 -0.373
O 5.0138 -6.2777 -2.1395 -0.584
O 1.8146 -9.9466 2.0815 -0.306
O 3.4186 -1.5902 4.7995 -0.550
O -4.7199 5.9653 2.5734 -0.564
O 5.5696 -13.3233 -5.7576 -0.338
N -0.5783 2.8288 -0.9488 -0.109
N -3.2149 4.8378 -0.5357 -0.490
C 5.0682 -7.0225 -3.1056 0.652
C -0.9737 3.9624 -1.8569 0.157
C -0.6585 -2.0628 0.8643 0.751
C -4.9050 -2.4057 8.4573 -0.643
C 4.5173 -1.8882 4.3579 0.746
C -5.0344 1.9800 10.0664 -0.688
C -6.8054 9.9798 -1.2429 0.757
C 0.0342 0.6006 1.1491 -0.260
C -1.7139 11.2644 -2.0348 -0.494
C 0.0343 4.2117 -3.1680 -0.455
C 5.0486 -9.8818 -6.1862 -0.504
C -1.2188 1.1466 5.1120 -0.395
C -2.8365 3.7513 0.4277 0.011
C 3.5394 -5.7230 -4.3066 -0.776
C 1.2311 3.0444 -5.3340 0.816
C -5.1750 2.6108 5.4979 -0.487
C 6.0820 -14.2131 -4.7676 -0.600
C 5.5955 -12.0148 -5.3993 0.744
C 5.2755 -2.5756 6.4603 -0.603
C 3.9200 -1.2445 2.1905 -0.446
C 1.9779 0.3887 -5.0991 0.671
C 2.2774 -10.0852 0.8135 0.692
C -1.9605 0.3123 3.8721 -0.607
C -2.5826 6.1753 -2.7791 -0.827
C -2.2572 4.9496 -1.6904 0.099
C 1.6947 -2.9162 -4.6142 0.646
C -1.5553 2.7816 0.1898 0.412
C -0.5253 -0.5887 0.1202 0.157
C -0.2245 8.8341 -0.5248 0.160
C 3.1657 -8.8535 -0.9646 -0.535
C -3.8022 3.5758 1.7748 0.119
C -3.5305 2.4333 2.9204 0.515
C -1.2718 1.6203 1.3592 -0.036
C 2.4437 1.9587 -5.1364 0.426
C 0.0208 2.9505 -4.2336 -0.512
C -0.5368 7.6942 -1.6989 0.016
C -2.1185 7.6143 -2.1277 -0.285
C -4.9854 -0.2437 9.3443 0.671
C -2.2221 1.4400 2.6827 -0.053
C -0.9593 11.0516 -0.5792 -0.255
C 2.1357 -0.3582 -3.6508 0.587
C 0.4411 1.1565 4.9204 -0.181
C -7.9581 10.6155 -3.1757 -0.598
C -4.5152 2.3132 4.2670 -0.621
C 1.2737 -1.7728 -3.5194 0.473
C 1.3794 -11.1640 2.6839 -0.609
C 6.6049 -8.4311 -2.0463 -0.709
C -5.8111 9.3325 0.7720 -0.364
B -5.0547 4.6324 1.9631 0.847
H 6.1719 -2.9856 6.9337 0.216
H -5.2069 6.7017 2.0850 0.274
H 0.0682 7.9687 -2.6785 0.311
H 6.0130 -15.2313 -5.1602 0.219
H 3.6336 -0.2325 2.4947 0.293
H 3.0414 -5.7025 -5.2799 0.293
H 0.5458 -11.5966 2.1214 0.285
H 4.0658 -9.4725 -1.0356 0.173
H 1.0304 -10.9351 3.6945 0.220
H -5.1592 10.2111 0.8137 0.294
H -2.7385 7.7309 -1.1141 0.053
H -7.3921 11.5454 -3.2919 0.283
H 0.1770 -0.7448 -0.8032 -0.682
H 1.1301 4.2133 -2.6943 0.352
H 7.1686 -9.3486 -2.2366 0.205
H 2.7718 -5.7810 -3.5282 0.351
H 4.4557 -3.2875 6.6009 0.286
H -2.8687 11.1387 -1.8625 0.078
H -3.7743 6.2183 -2.8384 0.391
H -6.0903 9.0627 1.7943 0.272
H -5.8972 -2.6731 8.8349 0.287
H -1.4891 0.7125 6.1759 0.293
H 5.0432 -1.6170 6.9352 0.287
H -4.7532 -2.9125 7.5003 0.211
H -2.9689 -0.1928 4.2459 0.407
H -6.5857 3.4637 1.1962 0.313
H -4.1239 -2.7362 9.1495 0.301
H 4.1297 -4.8069 -4.2027 0.367
H -4.9274 2.9921 9.6667 0.212
H 5.9599 -8.5974 -1.1774 0.306
H 0.3987 0.1759 2.1827 -0.088
H 0.9239 1.1801 0.6141 0.323
H -0.5832 12.0551 -0.0870 0.328
H 2.2083 -11.8753 2.7588 0.286
H -2.4243 8.5534 -2.7831 0.297
H -1.3164 10.4358 -2.7815 0.151
H 0.9741 1.4385 5.9401 0.285
H -1.7145 10.5706 0.1814 0.226
H 4.4107 -9.6517 -5.3268 0.226
H -6.0318 1.8880 10.5084 0.323
H 2.4034 -9.1937 -1.6730 0.299
H -4.2584 1.8248 10.8229 0.307
H 4.3470 -1.1934 1.1852 0.259
H -0.0993 6.6811 -1.2700 0.111
H 3.0460 -1.9031 2.1604 0.185
H -1.1810 -0.5282 3.5406 0.075
H -7.5215 9.8164 -3.7834 0.281
H -0.0706 1.9100 -3.6862 0.119
H -1.5297 2.2875 5.1409 0.301
H -1.5822 -0.2605 -0.3265 0.382
H -8.9810 10.7901 -3.5207 0.220
H 7.1345 -13.9948 -4.5599 0.281
H -0.9956 3.0684 -4.8488 0.255
H -2.1617 5.9625 -3.8498 0.317
H -0.1011 5.2640 -3.6590 0.265
H -5.2886 8.4822 0.3221 0.034
H 0.8510 0.1124 4.5815 0.131
H 6.0598 -9.4903 -6.0353 0.276
H -1.4136 12.3346 -2.4133 0.288
H 5.4853 -14.1562 -3.8515 0.285
H 3.4352 -7.8244 -1.2176 0.306
H 7.3177 -7.6233 -1.8519 0.286
H -5.7571 3.0733 6.4308 0.326
H 4.6217 -9.4000 -7.0701 0.270